No. 1
C11H14N2O3 | ωB97M-V/def2-TZVPD

Properties
spin multiplicity: 1
energy relative to the best compared isomer or geometry (same formula, charge and spin): 3.383 eV
total energy: -762.73311 a.u.
frontier orbital gap: 9.31 eV
HOMO: -8.856 eV
SMILES: NCC(=O)N[C@@H](Cc1ccccc1)C(=O)O

The geometry in XYZ format:
```
30
Properties=species:S:1:pos:R:3:nbo_charge:R:1
C -2.1679 -2.6252 1.6611 -0.33
C -1.7627 -1.2808 0.9751 0.68
C -0.3946 -0.8425 -0.8853 -0.15
C 1.0033 -1.0412 -1.2795 0.80
C -0.8386 0.6890 -0.9180 -0.45
C 0.3146 1.5114 -0.4214 -0.03
C 1.2402 2.0650 -1.4058 -0.21
C 0.6243 1.6890 0.9631 -0.22
C 2.3936 2.8896 -0.9955 -0.20
C 1.7865 2.3217 1.3625 -0.20
C 2.5374 3.0334 0.4118 -0.22
H -3.9035 -1.9926 2.4350 0.36
H -4.2249 -2.5731 1.0066 0.36
H -1.7780 -2.6410 2.6601 0.22
H -1.6971 -3.5598 1.2339 0.20
H 0.2214 -2.0186 0.8350 0.44
H -1.0881 -1.3794 -1.5797 0.20
H -1.5500 1.1657 -0.1914 0.29
H -1.0836 0.9277 -1.9567 0.22
H 1.0435 1.8226 -2.4276 0.20
H 0.2053 0.9323 1.7019 0.23
H 2.9321 3.3644 -1.7547 0.21
H 1.9623 2.4539 2.4085 0.22
H 3.4658 3.4524 0.6977 0.20
H 2.0429 -1.1589 -2.7004 0.50
N -3.6435 -2.7564 1.8140 -0.82
N -0.4790 -1.2840 0.4295 -0.67
O -2.5429 -0.3184 1.1938 -0.59
O 1.8983 -1.3069 -0.5105 -0.60
O 1.1312 -0.9957 -2.5437 -0.64
```

No. 2
C36H31BrMnN6O4S3 | ωB97M-V/def2-TZVPD

Properties
spin multiplicity: 2
energy relative to the best compared isomer or geometry (same formula, charge and spin): 1.150 eV
total energy: -6939.46345 a.u.
frontier orbital gap (spin up / spin down): 6.24 / 6.21 eV
HOMO (spin up / spin down): -6.649 / -6.627 eV

The geometry in XYZ format:
```
82
Properties=species:S:1:pos:R:3:lowdin_spin:R:1
Mn 0.0449 0.8230 -0.2384 0.96
Br -3.4892 -3.2478 6.0054 0.00
C -1.6551 -2.7663 6.0490 0.00
C -0.8849 -2.8989 4.9069 0.00
C 0.4461 -2.5108 4.9255 0.00
C 1.0221 -1.9707 6.0829 0.00
C 0.2382 -1.9158 7.2397 0.00
C -1.0941 -2.2934 7.2244 0.00
N 2.3367 -1.4983 6.2001 0.00
N 3.1060 -1.3597 5.1995 0.00
C 2.7208 -0.8115 3.9934 0.00
C 3.7023 -0.9371 2.9998 0.00
C 3.5251 -0.5621 1.6844 0.00
C 2.2857 -0.0523 1.2547 0.00
O 2.0388 0.3403 0.0798 0.00
C 1.2313 0.0444 2.2640 0.00
N 0.0390 0.4360 1.7703 0.00
C -0.9225 0.7271 2.6311 0.00
C -0.7038 0.7431 4.0100 0.00
C 0.4950 0.3027 4.5108 0.00
C 1.4824 -0.1711 3.6222 0.00
H -1.3248 -3.2926 3.9999 0.00
H 1.0526 -2.6406 4.0379 0.00
H 0.6989 -1.5502 8.1488 0.00
H -1.6930 -2.2248 8.1226 0.00
H 4.6436 -1.3685 3.3197 0.00
H 4.3213 -0.6529 0.9576 0.00
H -1.8940 0.9683 2.2214 0.00
H -1.4861 1.0917 4.6706 0.00
H 0.6945 0.3496 5.5720 0.00
C -2.4244 5.3575 0.5638 0.00
O -1.1392 4.7324 0.5020 0.00
C -1.0539 3.4246 0.2849 0.00
O 0.0178 2.8596 0.3769 0.00
N -2.2323 2.7643 0.0245 0.00
N -2.0945 1.4217 -0.3802 0.00
H -2.2430 6.3698 0.9060 0.00
H -3.0765 4.8439 1.2699 0.00
H -2.8868 5.3946 -0.4253 0.00
H -2.9780 3.2803 -0.4164 0.00
H -2.0052 1.3936 -1.3998 0.00
H -2.9075 0.8973 -0.0809 0.00
C 1.2349 -5.3162 -1.1765 0.00
C 0.7821 -3.8879 -1.0621 0.00
C 1.4548 -2.8642 -1.7192 0.00
C 1.0493 -1.5549 -1.5533 0.00
N 0.0192 -1.2080 -0.7688 0.00
C -0.6442 -2.1908 -0.1633 0.00
C -0.3061 -3.5262 -0.2810 0.00
H 1.3661 -5.6005 -2.2214 0.00
H 0.5235 -5.9997 -0.7153 0.00
H 2.1992 -5.4432 -0.6813 0.00
H 2.3001 -3.0790 -2.3619 0.00
H 1.5654 -0.7456 -2.0480 0.00
H -1.4863 -1.8889 0.4513 0.00
H -0.8941 -4.2746 0.2354 0.00
O -0.0274 1.4805 -2.0499 0.03
C -0.1829 1.3304 -3.4116 0.00
C -0.7498 -0.0395 -3.8114 0.00
C -0.1211 -1.1129 -4.3600 0.00
C -0.9274 -2.2930 -4.3976 0.00
C -2.1611 -2.0954 -3.8676 0.00
S -2.3544 -0.4768 -3.3463 0.00
C 1.1783 1.5613 -4.0770 0.00
C 2.2947 1.9971 -3.4340 0.00
C 3.3991 2.2064 -4.3166 0.00
C 3.0887 1.9335 -5.6107 0.00
S 1.4618 1.4201 -5.7691 0.00
C -1.1339 2.4326 -3.8820 0.00
C -2.0534 2.4497 -4.8853 0.00
C -2.7405 3.6984 -4.9897 0.00
C -2.3236 4.5948 -4.0570 0.00
S -1.0986 3.9400 -3.0540 0.00
H 0.8985 -1.0781 -4.7178 0.00
H -0.5939 -3.2382 -4.8043 0.00
H -2.9727 -2.8001 -3.7684 0.00
H 2.3133 2.1537 -2.3646 0.00
H 4.3712 2.5542 -3.9950 0.00
H 3.7203 1.9998 -6.4833 0.00
H -2.2332 1.6060 -5.5381 0.00
H -3.5058 3.9063 -5.7249 0.00
H -2.6641 5.6084 -3.9100 0.00
```

No. 3
C2H5NO2S | ωB97M-V/def2-TZVPD

Properties
spin multiplicity: 1
energy relative to the best compared isomer or geometry (same formula, charge and spin): 1.261 eV
total energy: -682.59325 a.u.
frontier orbital gap: 10.34 eV
HOMO: -9.809 eV
SMILES: N=C=O.OCS

The geometry in XYZ format:
```
11
Properties=species:S:1:pos:R:3:nbo_charge:R:1
C 1.1910 -1.6145 1.7716 0.86
C -1.0888 0.7288 -0.4445 -0.20
N 1.3335 -1.2930 0.6157 -0.79
O 1.2713 -1.8805 2.8971 -0.52
O -0.6162 -0.3646 -1.0311 -0.72
S -0.4562 2.3431 -0.9377 -0.06
H -0.6145 0.4490 0.6452 0.19
H -2.2055 0.8281 -0.5143 0.19
H 0.8199 -1.1221 -0.1732 0.43
H -0.5128 -0.1579 -1.9425 0.48
H 0.8782 2.0835 -0.8863 0.13
```

No. 4
C24H23FGe2N2O5S4Ti | ωB97M-V/def2-TZVPD

Properties
spin multiplicity: 1
energy relative to the best compared isomer or geometry (same formula, charge and spin): 1.276 eV
total energy: -8110.09308 a.u.
frontier orbital gap: 7.22 eV
HOMO: -8.552 eV

The geometry in XYZ format:
```
62
Properties=species:S:1:pos:R:3:nbo_charge:R:1
Ti 0.2324 0.6914 0.1850 1.19
O 6.2322 -1.0154 -1.1065 -0.53
C 5.1489 -0.6999 -0.7169 0.21
S 4.7135 0.9434 -0.1936 0.38
C 3.1048 0.5446 0.3460 -0.40
C 2.7049 -0.7395 0.2485 -0.43
S 1.1322 -1.3532 0.7624 -0.11
S 3.8239 -1.8752 -0.4550 0.35
S 2.1080 1.8761 0.9242 -0.15
C -0.6234 4.1206 1.1344 -1.07
Ge -2.0985 2.9706 1.7211 1.18
C -3.0432 3.8765 3.1608 -1.06
C -3.2917 2.7317 0.1941 -1.06
Ge -1.1673 0.7566 2.2671 0.67
C -2.5616 -0.5867 2.4188 -0.33
C -3.8806 -0.2155 2.6754 -0.23
C -4.8770 -1.1723 2.8110 -0.21
C -4.5679 -2.5187 2.6900 -0.19
C -3.2602 -2.9050 2.4333 -0.21
C -2.2675 -1.9451 2.2970 -0.23
C -0.0405 0.8283 3.8520 -0.43
C 0.1715 2.0394 4.5082 -0.21
C 1.0152 2.1192 5.6085 -0.21
C 1.6596 0.9813 6.0694 -0.19
C 1.4518 -0.2337 5.4308 -0.23
C 0.6112 -0.3075 4.3305 -0.14
H -1.0090 5.1326 0.9940 0.24
H -0.2106 3.8089 0.1706 0.22
H 0.1982 4.1580 1.8501 0.24
H -3.3693 4.8455 2.7785 0.23
H -2.4070 4.0382 4.0295 0.24
H -3.9185 3.3131 3.4819 0.24
H -3.5443 3.7098 -0.2192 0.23
H -4.2135 2.2291 0.4877 0.24
H -2.8361 2.1314 -0.5943 0.24
H -4.1464 0.8311 2.7773 0.20
H -5.8960 -0.8656 3.0098 0.22
H -5.3437 -3.2661 2.7937 0.22
H -3.0126 -3.9543 2.3360 0.22
H -1.2538 -2.2730 2.0928 0.21
H -0.3191 2.9441 4.1667 0.20
H 1.1690 3.0694 6.1039 0.22
H 2.3217 1.0392 6.9237 0.21
H 1.9498 -1.1261 5.7881 0.22
H 0.4705 -1.2652 3.8427 0.20
F 3.2455 2.2377 -2.9236 -0.29
C 2.6335 1.2159 -3.5169 0.24
C 1.7296 0.4681 -2.8885 -0.01
N 1.0604 -0.5752 -3.5032 -0.42
C 0.0124 -1.3571 -2.8400 -0.33
C -1.1519 -0.5471 -2.2903 0.79
O -2.2661 -0.5888 -2.7090 -0.51
O -0.8430 0.2278 -1.2087 -0.86
C 1.3589 -0.9335 -4.8136 0.79
O 0.8342 -1.8558 -5.3938 -0.61
N 2.3187 -0.1457 -5.4226 -0.63
C 2.9971 0.9537 -4.9110 0.61
O 3.7797 1.5942 -5.5664 -0.55
H 1.4714 0.6780 -1.8609 0.20
H 0.4456 -1.9565 -2.0367 0.23
H -0.3869 -2.0139 -3.6059 0.29
H 2.5291 -0.3980 -6.3777 0.44
```